C34H47Br2N3O3RuSb3 as an isolated structure in a non-equilibrium geometry. Source: the OMol25 dataset; level of theory: the ωB97M-V functional and the def2-TZVPD basis.

Results
- E_tot: -208886.7738 eV
- HOMO-LUMO gap (spin up / spin down): 4.5317 / 4.5256 eV
- LUMO level (spin up / spin down): -10.8 / -10.8 eV

Geometry as ORCA input:
```
! RIJCOSX wB97M-V def2-TZVPD def2/J DEFGRID3
* xyz 3 1
Ru -0.372 -0.180 0.142
C -1.070 -1.794 -3.620
Sb -0.169 -2.050 -1.719
C 1.609 -3.071 -2.258
C -1.492 -3.677 -1.073
C -0.676 -4.836 -0.569
C -0.178 -5.775 -1.471
C 0.629 -6.824 -1.055
C 0.985 -6.917 0.276
C 0.493 -5.991 1.180
C -0.365 -4.966 0.779
C -0.971 -4.069 1.826
Sb -0.129 -2.070 1.897
C -0.511 -1.623 3.952
C 1.916 -2.666 1.929
H -1.210 -2.799 -4.015
H -0.414 -1.225 -4.274
H -2.025 -1.284 -3.528
H 1.306 -3.888 -2.910
H 2.139 -3.458 -1.392
H 2.243 -2.378 -2.809
H -2.049 -3.919 -1.979
H -2.163 -3.241 -0.336
H -0.459 -5.691 -2.521
H 0.979 -7.563 -1.766
H 1.628 -7.722 0.613
H 0.750 -6.088 2.232
H -0.737 -4.437 2.825
H -2.054 -3.980 1.734
H -0.980 -2.492 4.412
H -1.173 -0.766 4.054
H 0.431 -1.414 4.456
H 2.306 -2.585 2.944
H 2.503 -2.041 1.264
H 1.978 -3.705 1.601
Br -1.035 2.189 -4.347
C -0.515 2.966 -2.742
C -0.169 4.307 -2.704
C 0.210 4.893 -1.511
Br 0.709 6.679 -1.531
C 0.212 4.159 -0.287
C 0.543 4.697 0.970
C 0.425 3.912 2.086
C -0.008 2.590 1.949
N -0.261 2.024 0.768
C -0.159 2.807 -0.331
C -0.469 2.175 -1.568
O -0.730 0.924 -1.506
H -0.192 4.891 -3.614
H 0.881 5.725 1.047
H 0.653 4.295 3.074
H -0.126 1.988 2.834
O 1.869 0.704 6.998
C 2.800 1.725 6.689
N 3.153 1.567 5.291
C 2.243 1.810 4.330
O 1.151 2.339 4.511
C 2.579 1.358 2.927
C 3.740 1.617 2.215
C 3.803 1.247 0.875
C 2.710 0.644 0.287
N 1.590 0.386 0.985
C 1.538 0.731 2.269
H 1.523 0.845 7.885
H 3.709 1.631 7.275
H 2.373 2.711 6.829
H 3.988 1.053 5.072
H 4.584 2.117 2.682
H 4.693 1.429 0.286
H 2.715 0.361 -0.756
H 0.623 0.529 2.808
C -5.146 -1.203 2.173
C -4.008 -1.292 1.153
Sb -2.693 0.412 1.161
C -2.801 1.247 3.144
C -3.428 2.645 3.135
C -3.691 1.779 -0.155
C -5.219 1.712 -0.035
H -5.801 -2.065 2.044
H -5.755 -0.307 2.041
H -4.777 -1.224 3.201
H -4.384 -1.337 0.134
H -3.396 -2.172 1.330
H -1.798 1.263 3.559
H -3.400 0.543 3.723
H -2.906 3.334 2.469
H -3.375 3.060 4.145
H -4.479 2.621 2.847
H -3.358 1.515 -1.158
H -3.308 2.772 0.086
H -5.616 0.758 -0.378
H -5.653 2.495 -0.661
H -5.565 1.890 0.986
*
```